Record 1
Formula: C34H33CrN6O3S4
Source: the Open Molecules 2025 dataset
Level of theory: ωB97M-V/def2-TZVPD

Element x y z (Å)
Cr: -0.489 1.258 0.683
S: -2.533 -0.541 -2.404
S: -3.037 0.182 4.457
S: 2.337 -0.063 -0.609
S: -2.430 -0.036 1.507
O: 2.240 -0.761 0.639
O: 0.609 0.946 2.328
O: 3.539 0.685 -0.894
N: -1.539 2.795 1.943
N: 0.999 0.812 -0.801
N: -1.310 2.086 -1.045
N: -2.733 -3.089 -3.068
N: -1.887 -1.709 -4.687
N: -1.933 2.116 3.109
C: -2.389 -1.835 -3.440
C: 0.408 -3.786 4.879
C: -2.134 3.414 -3.315
C: -0.467 2.166 -2.111
C: 1.983 3.864 4.919
C: -1.463 0.050 5.372
C: -2.504 2.615 -1.101
C: 0.552 3.204 3.087
C: 0.999 1.858 3.169
C: -0.033 -1.556 4.078
C: -0.843 2.844 -3.285
C: 2.395 2.534 5.041
C: -0.358 -3.528 6.008
C: 2.092 -3.432 -3.685
C: 1.041 -2.031 -2.011
C: -2.965 3.298 -2.243
C: -0.444 3.481 2.043
C: -0.958 -2.286 6.169
C: 0.811 1.517 -1.985
C: 3.269 -2.706 -3.525
C: 0.062 2.919 -4.369
C: 0.567 -2.796 3.916
C: -2.399 0.931 2.940
C: 2.023 -4.574 -4.666
C: 3.340 -1.659 -2.618
C: -0.801 -1.289 5.212
C: 1.928 1.553 4.191
C: 2.225 -1.326 -1.864
C: 1.669 1.640 -3.067
C: 0.986 -3.080 -2.918
C: -2.792 -4.229 -3.952
C: -0.186 4.564 1.025
C: 1.072 4.184 3.927
C: 1.285 2.330 -4.236
H: -0.488 -4.294 6.764
H: 1.031 -5.030 -4.667
H: -1.116 5.068 0.761
H: -3.963 3.715 -2.246
H: -2.452 3.937 -4.211
H: -3.192 -3.127 -2.175
H: -1.878 -2.458 -5.357
H: -0.224 3.445 -5.273
H: 0.085 -0.794 3.313
H: 4.143 -2.964 -4.116
H: -0.830 0.856 5.001
H: -1.825 -4.406 -4.431
H: 2.241 -4.239 -5.683
H: 1.159 -2.982 3.028
H: 2.662 1.225 -3.021
H: 0.729 5.209 3.822
H: -1.684 0.256 6.420
H: 0.170 -1.757 -1.424
H: 0.260 4.165 0.109
H: -3.112 2.498 -0.214
H: 0.063 -3.638 -3.027
H: 2.276 0.530 4.271
H: 0.879 -4.754 4.749
H: 0.524 5.284 1.431
H: 2.364 4.626 5.586
H: 3.111 2.266 5.811
H: 1.999 2.388 -5.049
H: 2.747 -5.354 -4.419
H: -1.557 -2.086 7.052
H: -3.019 -5.114 -3.362
H: -1.602 -0.789 -4.971
H: 4.254 -1.091 -2.487
H: -3.559 -4.125 -4.726

Calculated values
- Spin multiplicity: 5
- Total charge: -1
- Energy relative to the best compared isomer or geometry (same formula, charge and spin): 0.818 eV
- E_HOMO (alpha / beta): -4.1 / -4.5 eV

Atom charges from the Mulliken analysis, given in e for atoms 1 to 5: 0.00, -0.23, -0.24, 1.09, -0.35

---

Record 2
Formula: C12H56O16
Source: the Open Molecules 2025 dataset
Level of theory: ωB97M-V/def2-TZVPD

Element x y z (Å)
O: -2.443 -0.971 -1.187
O: 3.918 2.589 0.238
O: 2.764 -3.846 4.470
O: -0.838 1.439 -0.412
O: 3.238 -2.251 -2.473
O: -2.389 -3.109 2.244
O: -2.678 0.699 1.535
O: -5.311 -0.150 -0.764
O: -1.322 1.473 -3.157
O: 3.739 0.280 -1.437
O: 0.786 -3.289 -3.535
O: 1.983 4.501 -0.715
O: -0.949 0.847 3.822
O: 0.908 3.440 -3.064
O: 2.750 0.969 -4.023
O: -1.665 -1.811 -3.662
C: 0.004 -0.191 3.770
C: -1.865 -3.413 0.968
C: 1.425 0.375 3.774
C: 0.705 -0.420 -0.204
C: 1.050 4.943 0.302
C: 2.260 -3.016 2.295
C: -4.851 0.988 -1.513
C: -1.271 -4.811 0.915
C: -4.787 0.790 -3.008
C: 1.698 -3.374 3.660
C: 1.629 4.676 1.677
C: 0.544 1.090 -0.223
H: -1.019 1.511 -1.370
H: 1.269 -2.496 4.169
H: 1.628 3.646 2.031
H: 3.020 0.771 -3.107
H: 3.667 0.973 -0.745
H: -0.094 -0.843 4.645
H: -2.059 -2.690 -3.636
H: -5.466 1.830 -1.181
H: 1.563 -2.341 1.788
H: -1.096 1.108 4.733
H: 2.494 -3.818 5.392
H: -0.467 -4.791 1.659
H: 1.426 4.191 -1.454
H: -2.035 -5.551 1.136
H: 0.933 6.023 0.173
H: 0.464 -0.795 -1.202
H: -1.495 0.835 -3.871
H: -0.771 -5.025 -0.027
H: 4.702 3.138 0.340
H: 3.178 -2.433 2.382
H: -2.196 1.201 0.847
H: 2.454 1.884 -3.992
H: 4.686 0.188 -1.596
H: -3.852 1.235 -1.141
H: -5.793 0.692 -3.423
H: -4.190 -0.058 -3.340
H: -6.243 0.007 -0.601
H: 2.225 -0.328 3.518
H: 0.107 4.410 0.161
H: 1.033 5.239 2.404
H: -2.707 -3.423 0.252
H: -1.948 -0.268 -0.734
H: 0.876 -4.097 3.566
H: 0.166 2.812 -3.152
H: 0.657 4.209 -3.595
H: -3.005 -2.380 2.121
H: -2.271 0.961 2.377
H: 1.707 -0.736 0.082
H: -2.032 -1.350 -2.873
H: 2.639 5.080 1.760
H: -1.209 -2.679 0.488
H: 0.897 1.518 0.716
H: 3.173 3.228 0.158
H: 0.009 -0.861 0.509
H: 2.992 -1.549 -1.850
H: -3.325 -0.952 -0.784
H: -4.333 1.674 -3.466
H: -1.778 2.281 -3.430
H: 1.635 -2.970 -3.169
H: 0.131 -2.605 -3.302
H: 3.852 -2.812 -1.987
H: 2.437 -3.866 1.638
H: 1.599 1.159 3.033
H: -0.051 -0.883 2.928
H: 1.107 1.564 -1.029
H: 1.678 0.784 4.756

Calculated values
- Spin multiplicity: 1
- Energy relative to the best compared isomer or geometry (same formula, charge and spin): 0.030 eV
- E_HOMO: -9.6 eV

Atom charges from the Mulliken analysis, given in e for atoms 1 to 5: -0.16, -0.67, -0.55, -0.28, -0.71

---

Record 3
Formula: C9H15BN2O3
Source: the Open Molecules 2025 dataset
Level of theory: ωB97M-V/def2-TZVPD

Element x y z (Å)
O: -0.346 -3.301 -0.613
O: -2.403 -1.658 1.839
O: 0.348 -3.544 0.615
N: 1.330 -0.959 -1.650
N: -0.601 1.780 1.764
C: -1.511 3.698 1.145
C: -1.683 -2.899 -0.249
C: -0.560 3.302 0.163
C: 2.355 -0.885 -0.751
C: 1.421 0.076 -2.537
C: 2.526 0.819 -2.210
C: -1.513 2.738 2.121
C: 3.121 0.207 -1.073
C: -0.014 2.115 0.574
B: -1.606 -1.671 0.746
H: 4.010 0.529 -0.555
H: -2.358 -0.846 2.354
H: -2.122 4.585 1.134
H: 2.454 -1.618 0.032
H: 2.869 1.700 -2.726
H: -2.114 -2.616 -1.215
H: -0.307 3.828 -0.741
H: -0.885 -0.752 0.490
H: 0.242 -4.502 0.717
H: 0.697 0.200 -3.325
H: 0.731 1.483 0.119
H: -2.240 -3.762 0.129
H: -2.081 2.660 3.033
H: 0.616 -1.669 -1.627
H: -0.375 0.962 2.298

Calculated values
- Spin multiplicity: 1
- E_HOMO: -8.1 eV

Atom charges from the natural (NBO) analysis, given in e for atoms 1 to 5: -0.29, -0.86, -0.46, -0.51, -0.52

---

Record 4
Formula: C11H12F4N2O2
Source: the Open Molecules 2025 dataset
Level of theory: ωB97M-V/def2-TZVPD

Element x y z (Å)
F: -0.876 -0.872 2.261
F: -0.860 1.888 2.456
F: 3.862 -0.911 2.588
F: 3.889 1.854 2.624
O: 1.499 -2.189 2.112
O: 1.530 3.188 2.481
N: -2.681 -2.109 -0.674
N: -0.219 -0.804 -0.840
C: 0.975 -0.270 -1.425
C: -2.495 -1.084 -1.689
C: 0.277 -0.174 2.348
C: 1.518 1.948 2.490
C: 2.740 1.156 2.556
C: -0.998 0.923 -2.265
C: -1.412 -0.123 -1.217
C: 1.502 -0.962 2.311
C: 0.284 1.173 2.442
C: 0.527 1.049 -2.119
C: 2.726 -0.193 2.500
H: -3.448 -2.727 -0.922
H: 1.438 -0.963 -2.151
H: -1.787 0.385 -0.308
H: 0.765 1.892 -1.454
H: -3.424 -0.544 -1.932
H: 1.024 1.198 -3.084
H: -1.560 1.857 -2.143
H: -1.220 0.505 -3.257
H: -0.274 -1.790 -0.651
H: -2.905 -1.668 0.217
H: 1.727 -0.062 -0.649
H: -2.125 -1.567 -2.605

Calculated values
- Spin multiplicity: 1
- E_HOMO: -8.3 eV

Atom charges from the natural (NBO) analysis, given in e for atoms 1 to 5: -0.28, -0.28, -0.27, -0.27, -0.43